1.
DFT (ωB97M-V with the def2-TZVPD basis set) results for one molecule with the formula C4H2O2.

## Properties
Molar mass = 82.06 g mol⁻¹
SMILES = O=CC#CC=O

ORCA input file:
```
! wB97M-V def2-TZVPD RIJCOSX def2/J DEFGRID3
* xyz 0 1
O 1.69975 1.33480 1.54654
C 0.98329 1.63595 0.62217
C -0.02150 0.69788 0.14057
C -0.61680 -0.27917 -0.24960
C -0.97669 -1.64013 -0.62337
O -2.05334 -2.02396 -1.00146
H 1.09008 2.58587 0.07505
H -0.10479 -2.31123 -0.50991
*
```

natural (NBO) analysis output, partial charges in e: -0.456 0.354 -0.056 -0.035 0.355 -0.456 0.147 0.145

2.
DFT (ωB97M-V with the def2-TZVPD basis set) results for one molecule with the formula C4H2O2 at a distorted geometry.

## Properties
Molar mass = 82.06 g mol⁻¹
SMILES = C#CC(=O)C=O

ORCA input file:
```
! wB97M-V def2-TZVPD RIJCOSX def2/J DEFGRID3
* xyz 0 1
C 1.56568 1.27225 -0.06538
C 0.62004 0.49183 -0.07924
C -0.88576 0.13637 -0.15296
O -1.84864 0.84066 0.04280
C -0.71753 -1.30576 0.11924
O 0.55400 -1.49623 0.10238
H 2.21461 2.10874 0.06154
H -1.50240 -2.04785 -0.02839
*
```

natural (NBO) analysis output, partial charges in e: -0.214 -0.129 0.437 -0.430 0.309 -0.401 0.239 0.189

Going through the records in order, we get HOMO values of -11.0, -9.4 eV.